P) Below is the molecule C3H11N3O, with properties calculated with ωB97M-V/def2-TZVPD.

Each line ends with the Mulliken charge.
Positions of all 18 atoms, in Å:
C (0.6419, 1.2404, -1.0239)  -0.973
N (0.5690, -0.0343, -0.3291)  0.092
C (1.7576, -0.3474, 0.4409)  -0.960
N (-0.6366, -0.3890, 0.4519)  0.177
C (-1.4192, 0.7004, 1.0096)  -0.824
N (-1.2380, -0.9453, -0.6601)  -0.521
O (-1.5160, -2.4090, -0.0775)  -0.482
H (0.8225, 2.0783, -0.3402)  0.322
H (-0.2848, 1.4134, -1.5681)  0.338
H (1.4571, 1.1900, -1.7469)  0.337
H (1.5889, -1.2653, 0.9991)  0.308
H (2.6001, -0.4867, -0.2377)  0.317
H (2.0056, 0.4499, 1.1524)  0.304
H (-1.8379, 1.3790, 0.2595)  0.330
H (-0.7728, 1.2634, 1.6824)  0.288
H (-2.2527, 0.2264, 1.5205)  0.296
H (-0.8283, -1.2157, -1.5580)  0.357
H (-0.6564, -2.8486, 0.0252)  0.294

Orbital gap   9.27 eV
SMILES   CN(C)N(C)NO
2S+1   1

Q) Below is a structure of composition C3H11N3O, with properties calculated with ωB97M-V/def2-TZVPD.

Each line ends with the Mulliken charge.
Positions of all 18 atoms, in Å:
C (-0.4740, 2.3575, 0.5300)  -0.062
C (-1.5175, 1.4957, 0.6608)  -1.024
O (1.5593, 1.4169, -0.0464)  -0.803
H (2.0738, 1.8840, -0.7092)  0.253
H (-0.3967, 2.9938, -0.3392)  0.189
H (0.0957, 2.6723, 1.3901)  0.213
H (-2.3131, 1.4909, -0.0746)  0.347
H (-0.7647, -0.0280, 0.1634)  0.262
H (-1.7920, 1.1290, 1.6430)  0.333
N (0.8232, -0.9226, -0.6652)  -0.251
N (1.5095, -2.1434, -0.8239)  -0.687
C (-1.0163, -2.0855, 0.2736)  -0.363
N (-0.3545, -1.0335, -0.0877)  0.114
H (1.3462, 0.2891, -0.3445)  0.422
H (2.5059, -1.9478, -0.7962)  0.250
H (1.2641, -2.5619, -1.7183)  0.225
H (-0.6249, -3.0754, 0.1136)  0.332
H (-1.9241, -1.9310, 0.8310)  0.250

Orbital gap   9.10 eV
2S+1   1

Relative to the most stable structure, the computed energies are P) 0.628; Q) 0.000, all in eV.

P) Below is a cluster of 2 separate species, H2IO in total, with properties calculated with ωB97M-V/def2-TZVPD.

Each line ends with the Mulliken charge.
Positions of all 4 atoms, in Å:
I (-21.4914, -11.8819, -16.3952)  -0.890
O (-24.5658, -10.1448, -16.5755)  -0.620
H (-25.1121, -10.6312, -17.1928)  0.291
H (-23.7284, -10.6084, -16.5791)  0.219

Orbital gap   7.48 eV
Net charge   -1
2S+1   1

Q) Below is a cluster of 2 separate species, H2IO in total, with properties calculated with ωB97M-V/def2-TZVPD.

Each line ends with the Mulliken charge.
Positions of all 4 atoms, in Å:
O (-0.0124, 0.6767, 1.3199)  -0.684
H (-0.5580, 1.3745, 0.8915)  0.312
H (0.2264, 0.0641, 0.5878)  0.358
I (0.3440, -2.1152, -2.7992)  -0.986

Orbital gap   7.16 eV
Net charge   -1
2S+1   1

Relative to the most stable structure, the computed energies are P) 0.000; Q) 0.200, all in eV.